# 1
C3H4N2S | ωB97M-V/def2-TZVPD

Values from the calculation:
**HOMO energy**: -9.219 eV
**LUMO level**: 0.0058 Eh
**Energy relative to the best compared isomer or geometry (same formula, charge and spin)**: 388.6 kJ/mol
**Structure (SMILES)**: [H]/N=C(/C#C)NS
**DFT total energy**: -16987.464 eV
**Frontier orbital gap**: 9.38 eV

Geometry as ORCA input:
```
! RIJCOSX wB97M-V def2-TZVPD def2/J DEFGRID3
* xyz 0 1
C 0.72418 -0.47732 -0.06924
C 0.79212 0.87307 -0.01622
C 0.75994 2.10889 -0.20412
H -2.21741 0.69888 0.86496
H -0.98145 -1.86302 0.45593
H 1.23462 -2.31511 -0.29570
H 0.81283 3.29083 -0.15960
N -0.67477 -0.94558 0.00177
N 1.58902 -1.38621 -0.29022
S -2.03909 0.01558 -0.28757
*
```

---

# 2
C47H61FeO7S | ωB97M-V/def2-TZVPD

Values from the calculation:
**HOMO energy (alpha / beta)**: -7.807 / -7.966 eV
**LUMO level (alpha / beta)**: 0.0195 / -0.0268 Eh
**Energy relative to the best compared isomer or geometry (same formula, charge and spin)**: 0.0 kJ/mol
**DFT total energy**: -109287.859 eV
**Frontier orbital gap (alpha / beta)**: 8.34 / 7.24 eV

Geometry as ORCA input:
```
! RIJCOSX wB97M-V def2-TZVPD def2/J DEFGRID3
* xyz 0 6
Fe -2.43825 -1.92966 -0.18232
C -4.78208 -0.34255 1.59122
O -3.49161 -0.37085 0.96451
C -2.63563 0.68924 1.28872
C -1.86789 0.60595 2.44233
C -1.90586 -0.57982 3.38685
C -0.63355 -1.37769 3.25553
C 0.42861 -1.23638 4.13130
C 1.63819 -1.90823 3.94850
C 1.74115 -2.75489 2.85100
C 0.69549 -2.92403 1.94954
C 0.83116 -3.76509 0.70554
C 1.12237 -2.87700 -0.48864
C 2.34219 -2.22055 -0.55290
C 2.64843 -1.30496 -1.55532
C 1.68898 -1.07961 -2.53194
C 0.45440 -1.72173 -2.51871
C -0.56357 -1.36389 -3.57902
C -1.07646 0.04335 -3.40069
C -0.78867 1.06665 -4.28706
C -1.27407 2.36404 -4.11034
C -2.09203 2.59869 -3.00962
C -2.40363 1.59748 -2.09652
C -3.28836 1.83358 -0.89716
C -2.50739 1.75099 0.39686
C -1.57193 2.73204 0.68444
C -0.77245 2.69023 1.82402
C -0.94998 1.62328 2.69116
C 0.28607 3.76853 2.04692
C -0.38019 5.15023 2.08191
C 1.04926 3.56670 3.35637
C 1.29330 3.71476 0.88879
C -1.87266 0.32291 -2.28563
O -2.14794 -0.64408 -1.41552
C -0.90157 3.45209 -5.11671
C -1.51174 4.80667 -4.75631
C -1.40383 3.05561 -6.51206
C 0.62522 3.61053 -5.15364
C 0.18803 -2.61002 -1.48675
O -1.08552 -3.18755 -1.39532
C -1.19793 -4.50537 -1.94934
C 3.98047 -0.55877 -1.51321
C 5.13866 -1.56482 -1.53164
C 4.14728 0.39253 -2.69821
C 4.03995 0.26708 -0.21942
C -0.49145 -2.22641 2.15445
O -1.50705 -2.36932 1.29595
C 2.78692 -1.67343 4.92839
C 3.15996 -0.18366 4.91938
C 4.03367 -2.47833 4.56146
C 2.35111 -2.07951 6.34273
H -4.67623 -0.07543 2.64261
H -5.19707 -1.34354 1.50721
H -5.41679 0.38952 1.08776
H -2.75921 -1.22202 3.17439
H -2.00371 -0.21286 4.41045
H 0.30632 -0.57248 4.98101
H 2.65677 -3.30528 2.67289
H -0.08416 -4.33485 0.55282
H 1.65351 -4.47239 0.82965
H 3.05709 -2.40870 0.24051
H 1.87174 -0.36485 -3.32432
H -1.40183 -2.06073 -3.54508
H -0.09725 -1.45184 -4.56250
H -0.16651 0.83848 -5.14645
H -2.51046 3.58354 -2.84260
H -4.09576 1.10055 -0.89220
H -3.74000 2.82457 -0.97544
H -1.45224 3.53931 -0.03043
H -0.33919 1.53581 3.58013
H -1.10289 5.21038 2.89793
H -0.90424 5.36910 1.15089
H 0.37284 5.92683 2.23286
H 0.38237 3.60276 4.22028
H 1.78761 4.36228 3.47118
H 1.58284 2.61394 3.37022
H 0.80815 3.88599 -0.07333
H 1.77892 2.73761 0.85054
H 2.06352 4.47790 1.02256
H -2.60264 4.76798 -4.74772
H -1.21170 5.54891 -5.49821
H -1.17011 5.15454 -3.77937
H -2.48944 2.94192 -6.51244
H -0.96776 2.11180 -6.84148
H -1.13781 3.82252 -7.24336
H 1.00613 3.89349 -4.17022
H 0.90868 4.38597 -5.86913
H 1.11788 2.68368 -5.45054
H -1.06973 -4.45702 -3.03231
H -2.18313 -4.87824 -1.68374
H -0.43424 -5.15463 -1.51971
H 5.11478 -2.16605 -2.44251
H 5.09668 -2.24354 -0.67897
H 6.09478 -1.03816 -1.49354
H 4.12030 -0.14144 -3.65020
H 5.11302 0.89581 -2.62560
H 3.37169 1.16099 -2.70998
H 3.95861 -0.36603 0.66568
H 3.22245 0.99022 -0.18954
H 4.98506 0.81221 -0.16243
H 3.47033 0.12941 3.91993
H 3.98437 0.00535 5.61107
H 2.31881 0.44223 5.22140
H 4.41198 -2.20715 3.57347
H 3.83782 -3.55211 4.57419
H 4.82371 -2.27497 5.28663
H 1.48521 -1.50597 6.67558
H 3.16241 -1.90702 7.05387
H 2.08495 -3.13751 6.37442
C -5.98073 -4.59986 -0.65474
S -4.54927 -4.15276 0.27666
O -4.98580 -3.69974 1.57204
O -3.62132 -5.25176 0.22101
O -4.01405 -2.97351 -0.53607
H -6.43829 -5.44522 -0.14611
H -5.67371 -4.87989 -1.65894
H -6.66168 -3.75305 -0.67659
*
```

---

# 3
C21H45N3O24 | ωB97M-V/def2-TZVPD

Values from the calculation:
**HOMO energy**: -10.368 eV
**LUMO level**: -0.0030 Eh
**Energy relative to the best compared isomer or geometry (same formula, charge and spin)**: 151.0 kJ/mol
**Structure (SMILES)**: C[N+](=O)[O-].C[N+](=O)[O-].C[N+](=O)[O-].COC(=O)OC.COC(=O)OC.COC(=O)OC.COC(=O)OC.COC(=O)OC.COC(=O)OC
**DFT total energy**: -76103.389 eV
**Frontier orbital gap**: 10.29 eV

Geometry as ORCA input:
```
! RIJCOSX wB97M-V def2-TZVPD def2/J DEFGRID3
* xyz 0 1
C 5.98284 -4.82805 -3.90793
O 6.99916 -5.74624 -4.01126
C 7.02077 -6.93613 -3.28632
O 6.26584 -7.29590 -2.38467
O 8.23428 -7.58369 -3.51577
C 8.58877 -8.76758 -2.90703
H 6.10139 -4.54674 -2.86155
H 4.95917 -5.18571 -4.01873
H 6.16158 -3.92960 -4.49863
H 8.80629 -8.72608 -1.83976
H 9.63369 -8.96306 -3.14791
H 7.83664 -9.55555 -2.94582
C -0.68753 11.11176 1.96205
O -0.09409 10.35498 0.89530
C -0.79574 9.73415 -0.01147
O -1.84701 10.10929 -0.50858
O -0.20261 8.57167 -0.38896
C 1.12581 8.15470 -0.02474
H 0.09413 11.55420 2.57958
H -1.28186 10.48367 2.62567
H -1.37681 11.91268 1.69462
H 1.24422 7.10021 -0.27402
H 1.22057 8.22891 1.05859
H 1.88055 8.75451 -0.53337
C -2.47980 5.68907 6.10379
O -2.98836 5.21514 4.84418
C -2.26177 4.51500 4.01595
O -1.06027 4.12420 4.10042
O -2.96276 4.44724 2.84673
C -2.39014 4.08069 1.58762
H -1.39596 5.76329 6.19253
H -2.82075 5.07277 6.93567
H -2.91585 6.67501 6.26471
H -1.55522 4.73185 1.32878
H -3.20416 4.32096 0.90369
H -2.22372 3.00657 1.50598
C -4.76584 -4.24994 -2.14941
O -5.55760 -4.96759 -3.05372
C -6.77421 -4.55296 -3.44152
O -7.28593 -3.47535 -3.07754
O -7.36081 -5.43190 -4.21172
C -8.67696 -5.30813 -4.75208
H -4.33171 -3.37386 -2.63118
H -4.02498 -5.02472 -1.95203
H -5.24087 -3.98544 -1.20469
H -9.28083 -5.53414 -3.87325
H -8.84078 -6.09336 -5.49012
H -8.82963 -4.32176 -5.19010
C -1.07692 -2.56701 -6.36762
O -1.47110 -3.95078 -6.42737
C -2.30834 -4.40230 -7.48132
O -2.81867 -3.69490 -8.36159
O -2.23450 -5.68381 -7.44487
C -2.68830 -6.42597 -8.53868
H -1.83948 -1.93973 -5.90596
H -0.66781 -2.28076 -7.33653
H -0.17935 -2.63538 -5.75297
H -1.77568 -6.63674 -9.09617
H -3.47031 -5.99837 -9.16614
H -3.09172 -7.39034 -8.22991
C -2.10574 -3.73750 4.81056
O -3.18284 -3.00552 4.12797
C -4.23682 -2.46125 4.77621
O -4.41330 -2.51998 5.99347
O -5.03774 -1.83269 3.89138
C -6.24158 -1.07344 4.27290
H -1.21147 -3.79191 4.18974
H -2.25378 -4.81146 4.92355
H -1.80258 -3.45874 5.81977
H -5.94421 -0.41461 5.08875
H -7.10654 -1.62398 4.64282
H -6.48202 -0.46441 3.40148
C 2.54711 -1.07418 0.99976
N 1.81328 -0.21307 -0.02479
O 2.06388 1.01637 -0.00279
O 0.99847 -0.81791 -0.70071
H 3.22164 -0.44524 1.58075
H 3.15184 -1.88174 0.58714
H 1.83927 -1.58250 1.65449
C 4.19416 3.96653 5.79114
N 4.70237 2.61326 6.15769
O 4.18632 1.63469 5.67193
O 5.59721 2.60270 7.03007
H 5.11393 4.55099 5.81431
H 3.52253 4.17736 6.62334
H 3.81775 3.78656 4.78416
C 7.45096 3.67496 2.16494
N 6.76190 4.78639 1.40674
O 6.45478 5.69350 2.14905
O 6.83135 4.76483 0.18953
H 7.51793 3.84692 3.23920
H 8.44635 3.51875 1.74913
H 6.76690 2.85313 1.95339
*
```

---

# 4
C2H9N2OP | ωB97M-V/def2-TZVPD

Values from the calculation:
**HOMO energy**: -7.894 eV
**LUMO level**: 0.0339 Eh
**Energy relative to the best compared isomer or geometry (same formula, charge and spin)**: 212.5 kJ/mol
**Structure (SMILES)**: CNP(O)NC
**DFT total energy**: -16535.150 eV
**Frontier orbital gap**: 8.82 eV

Geometry as ORCA input:
```
! RIJCOSX wB97M-V def2-TZVPD def2/J DEFGRID3
* xyz 0 1
C 1.66637 0.04451 1.26391
C -1.23728 -1.70706 -0.95036
N 0.96726 1.17374 0.88004
N -1.06102 -0.24556 -0.96887
O -0.99232 2.08209 -0.72757
P -1.09035 0.84126 0.32476
H 1.01117 -0.61583 1.90470
H 1.94044 -0.45337 0.28563
H 2.66545 0.30737 1.68492
H -0.39593 -2.32655 -1.08572
H -1.82675 -2.09937 -0.16795
H -1.59680 -1.86214 -2.00558
H 0.94921 1.91750 1.51497
H -0.41399 0.11215 -1.73685
H -0.58546 2.83127 -0.21604
*
```